No. 1
The following is a DFT calculation (the ωB97M-V functional and the def2-TZVPD basis) of 12 unconnected molecules or ions with the total composition C44H92O12 in a non-equilibrium geometry.

Properties
Total energy = -71678.96294 eV
Energy above the lowest of the compared OMol25 structures with the same formula, charge and spin = 362.4 kJ/mol
Gap between HOMO and LUMO = 9.78 eV
HOMO level = -9.322 eV
SMILES string = C1CCOC1.C1CCOC1.C1CCOC1.C1CCOC1.C1CCOC1.C1CCOC1.C1CCOC1.C1CCOC1.C1CCOC1.C1CCOC1.CCO.CCO
E_LUMO = 0.46 eV

```
148
C44H92O12 (the ωB97M-V functional and the def2-TZVPD basis)
C 10.740 -3.418 -19.361
C 9.860 -4.633 -19.663
C 8.376 -4.113 -19.697
O 8.545 -2.802 -20.240
C 9.979 -2.407 -20.221
H 11.737 -3.484 -19.797
H 10.697 -3.176 -18.299
H 10.140 -5.526 -19.104
H 10.031 -4.959 -20.689
H 7.823 -4.012 -18.763
H 7.765 -4.649 -20.423
H 9.966 -1.375 -19.870
H 10.526 -2.343 -21.162
C 9.678 -13.136 -20.581
C 10.556 -14.330 -20.136
C 9.838 -14.887 -18.936
O 8.491 -14.704 -19.265
C 8.297 -13.451 -19.996
H 9.720 -13.134 -21.670
H 10.171 -12.196 -20.336
H 11.617 -14.092 -20.059
H 10.513 -15.127 -20.879
H 10.124 -14.503 -17.957
H 10.085 -15.940 -18.800
H 8.041 -12.813 -19.150
H 7.555 -13.390 -20.792
C 20.171 -0.726 -19.344
C 21.336 -0.555 -18.388
C 20.804 0.297 -17.245
O 19.457 -0.310 -17.143
C 19.027 -0.859 -18.403
H 20.305 -1.565 -20.027
H 20.044 0.136 -19.999
H 22.187 -0.037 -18.831
H 21.531 -1.563 -18.023
H 20.687 1.373 -17.372
H 21.341 0.091 -16.319
H 18.222 -0.252 -18.817
H 18.705 -1.885 -18.226
C 4.005 -9.489 -27.267
C 4.859 -8.214 -27.284
C 5.869 -8.684 -26.191
O 6.039 -10.091 -26.303
C 5.094 -10.623 -27.217
H 3.284 -9.489 -28.084
H 3.398 -9.570 -26.365
H 4.258 -7.361 -26.969
H 5.258 -8.042 -28.284
H 5.571 -8.538 -25.153
H 6.839 -8.213 -26.348
H 4.798 -11.641 -26.966
H 5.623 -10.676 -28.169
C 0.001 0.287 -19.409
C -1.109 0.553 -18.429
C -0.462 0.380 -17.145
O 0.372 -0.795 -17.346
C 0.716 -0.888 -18.708
H 0.707 1.114 -19.337
H -0.355 0.053 -20.413
H -1.848 -0.233 -18.589
H -1.539 1.541 -18.589
H -1.136 0.111 -16.331
H 0.102 1.252 -16.814
H 0.373 -1.750 -19.281
H 1.765 -0.712 -18.947
C 9.845 8.446 -22.661
C 9.838 9.026 -24.105
C 10.029 7.737 -24.869
O 9.441 6.694 -24.058
C 9.086 7.132 -22.749
H 9.279 9.091 -21.989
H 10.879 8.244 -22.382
H 10.559 9.810 -24.335
H 8.907 9.512 -24.396
H 11.078 7.441 -24.882
H 9.670 7.779 -25.897
H 9.466 6.339 -22.106
H 8.001 7.229 -22.715
C 17.402 3.402 -24.652
C 16.143 4.158 -24.874
C 15.134 3.227 -24.181
O 15.632 1.921 -24.358
C 16.910 1.995 -24.958
H 17.840 3.623 -23.679
H 18.167 3.713 -25.363
H 15.915 4.261 -25.936
H 16.176 5.079 -24.292
H 14.289 3.445 -24.835
H 15.084 3.506 -23.128
H 16.787 1.971 -26.041
H 17.667 1.263 -24.677
C 15.193 -7.424 -23.783
C 16.105 -6.351 -24.358
C 15.570 -5.801 -25.682
O 14.288 -6.399 -25.586
C 14.127 -7.625 -24.840
H 14.627 -7.252 -22.867
H 15.717 -8.355 -23.572
H 17.130 -6.693 -24.502
H 16.219 -5.600 -23.576
H 16.167 -6.110 -26.541
H 15.513 -4.717 -25.779
H 14.239 -8.557 -25.393
H 13.130 -7.707 -24.407
C 13.330 -12.362 -13.302
C 14.878 -12.768 -13.079
C 15.412 -12.701 -14.541
O 14.339 -12.401 -15.375
C 13.323 -11.645 -14.612
H 12.912 -11.742 -12.509
H 12.761 -13.291 -13.275
H 14.932 -13.744 -12.598
H 15.319 -12.042 -12.395
H 16.050 -13.516 -14.883
H 16.123 -11.874 -14.538
H 12.407 -11.798 -15.183
H 13.640 -10.602 -14.636
C 6.479 1.439 -13.635
C 8.019 1.272 -13.355
C 8.736 1.837 -14.584
O 7.668 2.313 -15.507
C 6.431 1.645 -15.142
H 5.973 2.213 -13.057
H 5.938 0.576 -13.244
H 8.306 0.231 -13.208
H 8.231 1.841 -12.450
H 9.326 1.142 -15.181
H 9.505 2.601 -14.480
H 6.436 0.730 -15.733
H 5.596 2.311 -15.360
C 9.311 -0.300 -28.301
C 8.959 1.220 -28.235
O 8.219 1.559 -29.451
H 10.006 -0.668 -27.546
H 9.843 -0.533 -29.224
H 8.392 -0.880 -28.219
H 9.777 1.936 -28.320
H 8.569 1.411 -27.235
H 7.877 2.429 -29.232
C 15.699 -3.458 -12.801
C 16.817 -4.561 -12.865
O 18.009 -3.833 -12.640
H 15.974 -2.768 -12.004
H 14.763 -3.863 -12.416
H 15.530 -2.860 -13.697
H 16.852 -5.053 -13.837
H 16.652 -5.349 -12.130
H 18.110 -3.136 -13.292
```

No. 2
The following is a DFT calculation (the ωB97M-V functional and the def2-TZVPD basis) of 8 unconnected molecules or ions with the total composition C44H94F6O22 in a non-equilibrium geometry.

Properties
Total energy = -108491.62081 eV
Energy above the lowest of the compared OMol25 structures with the same formula, charge and spin = 0.0 kJ/mol
Gap between HOMO and LUMO = 9.35 eV
HOMO level = -9.164 eV
SMILES string = CCOC(=O)C(F)(F)F.CCOC(=O)C(F)(F)F.COCCOCCOC.COCCOCCOC.COCCOCCOC.COCCOCCOC.COCCOCCOC.COCCOCCOC
E_LUMO = 0.18 eV

```
166
C44H94F6O22 (the ωB97M-V functional and the def2-TZVPD basis)
C 5.990 1.187 -5.247
O 5.544 0.905 -3.948
C 6.602 0.638 -3.042
C 6.035 0.259 -1.697
O 5.517 1.305 -0.930
C 4.429 2.021 -1.542
C 3.975 3.054 -0.550
O 3.519 2.558 0.686
C 2.413 1.726 0.552
H 6.905 1.793 -5.266
H 5.193 1.733 -5.751
H 6.223 0.280 -5.824
H 7.208 1.543 -2.893
H 7.187 -0.221 -3.385
H 6.789 -0.226 -1.078
H 5.235 -0.493 -1.837
H 3.648 1.298 -1.800
H 4.830 2.550 -2.409
H 3.113 3.597 -0.975
H 4.776 3.759 -0.344
H 2.572 0.815 -0.044
H 1.565 2.203 0.032
H 2.090 1.421 1.543
C 1.349 3.071 4.120
O 0.810 3.604 5.307
C -0.591 3.511 5.436
C -1.086 4.372 6.590
O -1.151 5.750 6.341
C 0.048 6.439 6.364
C 0.633 6.649 4.988
O 1.028 8.011 4.846
C 1.795 8.260 3.681
H 1.009 3.589 3.222
H 1.155 1.991 4.038
H 2.431 3.141 4.235
H -0.791 2.482 5.799
H -1.127 3.622 4.486
H -0.365 4.113 7.386
H -2.078 4.034 6.879
H 0.830 5.938 6.950
H -0.068 7.419 6.829
H -0.117 6.424 4.207
H 1.453 5.949 4.780
H 1.141 8.594 2.871
H 2.365 7.389 3.338
H 2.532 9.016 3.954
C -4.001 5.853 3.338
O -3.944 5.016 4.466
C -4.037 3.637 4.179
C -5.423 3.183 3.769
O -6.293 3.026 4.852
C -7.017 4.196 5.215
C -8.276 3.771 5.959
O -9.156 4.870 6.048
C -10.026 5.022 4.954
H -3.232 6.620 3.445
H -4.971 6.346 3.232
H -3.793 5.284 2.425
H -3.805 3.168 5.146
H -3.214 3.263 3.558
H -5.309 2.257 3.192
H -5.843 3.898 3.044
H -7.255 4.815 4.346
H -6.416 4.772 5.925
H -8.004 3.543 6.987
H -8.709 2.889 5.475
H -11.015 4.611 5.224
H -9.685 4.461 4.081
H -10.210 6.078 4.774
C 3.397 0.743 -7.980
O 3.113 0.571 -6.602
C 2.708 -0.753 -6.286
C 2.088 -0.717 -4.922
O 0.892 0.057 -5.006
C 0.453 0.539 -3.756
C -0.922 1.119 -3.975
O -1.446 1.754 -2.854
C -1.312 3.164 -2.940
H 4.144 1.540 -8.054
H 2.536 1.219 -8.477
H 3.687 -0.181 -8.470
H 3.583 -1.414 -6.259
H 1.957 -1.093 -7.005
H 2.779 -0.264 -4.200
H 1.809 -1.721 -4.570
H 1.093 1.380 -3.442
H 0.479 -0.271 -3.020
H -1.635 0.346 -4.291
H -0.898 1.786 -4.846
H -1.803 3.517 -3.851
H -0.251 3.446 -2.983
H -1.736 3.611 -2.048
C -1.242 3.432 1.217
O -0.667 2.171 1.460
C -1.546 1.143 1.075
C -1.080 -0.181 1.615
O -0.061 -0.706 0.753
C 0.064 -2.101 0.893
C 1.092 -2.583 -0.084
O 0.746 -3.918 -0.440
C 1.703 -4.551 -1.248
H -0.586 4.196 1.641
H -2.262 3.549 1.583
H -1.238 3.659 0.140
H -1.580 1.040 -0.022
H -2.571 1.360 1.399
H -1.875 -0.920 1.745
H -0.567 -0.009 2.574
H -0.909 -2.574 0.707
H 0.384 -2.334 1.919
H 2.080 -2.622 0.400
H 1.178 -1.923 -0.955
H 2.001 -3.950 -2.130
H 1.231 -5.390 -1.762
H 2.631 -4.814 -0.729
C 7.367 -6.619 -6.235
O 6.611 -7.072 -5.160
C 5.938 -6.053 -4.474
C 5.114 -6.623 -3.343
O 3.790 -6.882 -3.723
C 3.184 -8.092 -3.293
C 2.712 -8.744 -4.578
O 2.182 -10.028 -4.340
C 0.853 -10.037 -3.877
H 6.808 -5.957 -6.915
H 7.640 -7.498 -6.819
H 8.276 -6.073 -5.953
H 5.264 -5.497 -5.146
H 6.624 -5.321 -4.030
H 5.138 -5.833 -2.575
H 5.594 -7.536 -2.976
H 2.343 -7.808 -2.657
H 3.887 -8.737 -2.766
H 3.578 -8.884 -5.219
H 1.973 -8.089 -5.049
H 0.596 -9.124 -3.334
H 0.738 -10.905 -3.229
H 0.153 -10.159 -4.714
C -3.863 -5.146 1.431
C -2.464 -4.612 1.699
O -2.474 -3.517 2.619
C -1.911 -3.721 3.802
O -1.355 -4.688 4.192
C -2.076 -2.479 4.714
F -2.354 -2.885 5.955
F -0.955 -1.748 4.736
F -3.079 -1.683 4.308
H -4.596 -4.334 1.423
H -4.197 -5.752 2.275
H -3.875 -5.649 0.470
H -1.959 -4.321 0.778
H -1.842 -5.428 2.068
C -2.022 -2.322 -1.614
C -3.436 -2.051 -2.091
O -4.315 -2.176 -0.954
C -4.671 -1.077 -0.335
O -4.199 0.009 -0.491
C -5.556 -1.379 0.886
F -6.215 -0.288 1.274
F -6.457 -2.348 0.637
F -4.758 -1.781 1.886
H -1.985 -3.287 -1.107
H -1.756 -1.621 -0.816
H -1.311 -2.246 -2.432
H -3.718 -2.829 -2.798
H -3.530 -1.073 -2.555
```

No. 3
The following is a DFT calculation (the ωB97M-V functional and the def2-TZVPD basis) of 11 unconnected molecules or ions with the total composition C44H96N6O21 in a non-equilibrium geometry.

Properties
Total energy = -99120.19239 eV
Energy above the lowest of the compared OMol25 structures with the same formula, charge and spin = 0.0 kJ/mol
Gap between HOMO and LUMO = 9.16 eV
HOMO level = -8.762 eV
SMILES string = C[C@H]1COC(=O)O1.C[C@H]1COC(=O)O1.C[C@H]1COC(=O)O1.C[C@H]1COC(=O)O1.C[C@H]1COC(=O)O1.COC[C@H](C)N.COC[C@H](C)N.COC[C@H](C)N.COC[C@H](C)N.COC[C@H](C)N.COC[C@H](C)N
E_LUMO = 0.40 eV

```
167
C44H96N6O21 (the ωB97M-V functional and the def2-TZVPD basis)
C 1.165 0.605 4.908
C 1.631 -0.896 4.741
C 3.179 -1.018 4.837
O 3.573 -2.386 4.675
C 4.992 -2.446 5.020
N 0.953 -1.770 5.723
H 0.189 0.711 4.451
H 1.852 1.228 4.413
H 1.101 0.837 5.949
H 1.289 -1.194 3.735
H 3.558 -0.654 5.802
H 3.646 -0.335 4.115
H 5.322 -3.494 5.051
H 5.052 -2.013 6.027
H 5.548 -1.812 4.277
H -0.003 -1.889 5.459
H 1.393 -2.686 5.623
C -0.594 3.354 -3.329
C -1.536 3.714 -2.196
C -1.064 5.037 -1.496
O -0.006 4.753 -0.637
C 0.383 5.754 0.272
N -2.967 3.999 -2.587
H -1.016 2.567 -3.987
H 0.297 2.980 -2.817
H -0.347 4.259 -3.892
H -1.600 2.959 -1.412
H -1.888 5.467 -0.908
H -0.802 5.795 -2.297
H 0.604 6.661 -0.287
H 1.265 5.445 0.857
H -0.479 6.033 0.993
H -3.053 4.948 -2.990
H -3.184 3.412 -3.376
C -2.251 -1.965 3.010
C -3.597 -1.480 3.461
C -3.523 -0.610 4.684
O -2.935 -1.262 5.786
C -2.867 -0.461 6.957
N -4.245 -0.739 2.423
H -1.557 -1.147 2.884
H -2.384 -2.438 2.031
H -1.810 -2.647 3.671
H -4.191 -2.347 3.826
H -4.520 -0.229 4.857
H -2.831 0.246 4.414
H -2.278 0.435 6.698
H -2.323 -0.993 7.714
H -3.834 -0.137 7.258
H -4.016 -1.213 1.559
H -5.257 -0.717 2.474
C -2.752 -1.426 -3.200
C -2.751 0.123 -3.404
C -3.278 0.453 -4.825
O -3.283 1.900 -5.046
C -3.888 2.218 -6.268
N -3.628 0.682 -2.395
H -1.979 -1.917 -3.746
H -3.685 -1.875 -3.466
H -2.553 -1.564 -2.173
H -1.736 0.455 -3.257
H -4.316 0.073 -5.006
H -2.626 0.048 -5.577
H -4.248 3.269 -6.159
H -4.741 1.636 -6.512
H -3.164 2.135 -7.086
H -3.881 1.666 -2.607
H -4.388 0.101 -2.246
C 4.750 -1.673 -0.697
C 3.743 -2.187 0.399
C 4.269 -3.433 1.191
O 4.552 -4.498 0.302
C 5.911 -4.956 0.357
N 3.581 -1.083 1.342
H 4.251 -0.960 -1.407
H 5.119 -2.481 -1.349
H 5.599 -1.144 -0.268
H 2.806 -2.414 -0.103
H 3.444 -3.742 1.857
H 5.111 -3.141 1.816
H 6.693 -4.199 0.325
H 6.102 -5.662 -0.423
H 6.009 -5.584 1.295
H 2.849 -0.434 1.129
H 3.341 -1.387 2.302
C -5.342 3.164 1.490
C -4.519 3.716 2.599
C -4.823 5.200 2.847
O -6.207 5.282 3.191
C -6.581 6.562 3.637
N -4.651 3.079 3.964
H -5.134 2.044 1.388
H -4.967 3.636 0.579
H -6.427 3.317 1.655
H -3.488 3.651 2.269
H -4.586 5.847 1.974
H -4.229 5.608 3.696
H -6.180 7.373 2.992
H -6.384 6.740 4.698
H -7.661 6.580 3.673
H -5.558 3.150 4.377
H -4.278 2.155 3.973
C 0.849 -0.203 -6.745
C 1.202 0.654 -5.557
C 2.529 0.381 -4.879
O 3.003 1.734 -4.679
C 2.314 2.629 -5.282
O 2.496 3.812 -5.226
O 1.385 1.978 -6.037
H 0.977 -1.273 -6.500
H 1.538 -0.074 -7.637
H -0.188 -0.031 -7.108
H 0.382 0.590 -4.892
H 3.319 -0.139 -5.426
H 2.388 -0.052 -3.888
C -0.952 -6.867 1.705
C -0.414 -6.309 0.407
C -1.505 -5.749 -0.481
O -1.494 -4.349 -0.132
C -0.266 -4.049 0.306
O 0.139 -2.931 0.583
O 0.452 -5.172 0.517
H -1.552 -7.716 1.391
H -1.469 -6.163 2.330
H -0.058 -7.332 2.210
H 0.274 -7.025 -0.084
H -2.508 -6.068 -0.242
H -1.202 -5.739 -1.534
C -0.403 1.643 1.656
C -0.007 0.440 0.895
C -1.106 -0.048 -0.040
O -0.321 -0.442 -1.188
C 0.873 0.046 -1.167
O 1.740 -0.058 -2.006
O 1.107 0.699 -0.035
H 0.455 1.855 2.299
H -1.263 1.396 2.298
H -0.682 2.523 1.096
H 0.411 -0.283 1.620
H -1.814 0.722 -0.370
H -1.674 -0.963 0.322
C 3.320 -5.302 -3.600
C 2.825 -3.907 -3.086
C 2.457 -3.009 -4.291
O 1.050 -3.025 -4.262
C 0.640 -3.599 -3.067
O -0.537 -3.708 -2.799
O 1.640 -3.994 -2.226
H 2.651 -5.637 -4.426
H 3.316 -6.083 -2.840
H 4.310 -5.260 -4.070
H 3.545 -3.432 -2.440
H 2.803 -3.418 -5.316
H 2.863 -1.986 -4.188
C 3.047 3.321 -1.218
C 3.861 2.263 -0.483
C 5.336 2.420 -0.769
O 5.861 2.034 0.506
C 4.983 2.271 1.442
O 5.243 2.210 2.646
O 3.793 2.528 0.946
H 1.986 3.326 -0.858
H 3.011 3.025 -2.293
H 3.650 4.240 -1.167
H 3.663 1.202 -0.646
H 5.705 3.444 -1.051
H 5.769 1.681 -1.466
```

Q: The lowest total energy belongs to which entry?
A: C44H94F6O22

Q: Which of these has the highest gap between HOMO and LUMO?
A: C44H92O12

Q: Which of these has the highest HOMO level?
A: C44H96N6O21

Q: Which value of energy above the lowest of the compared OMol25 structures with the same formula, charge and spin does entry 3 give?
A: 0.0 kJ/mol